Here is a 11-piece molecular cluster, C44H121N11O11 overall at a distorted geometry from the Open Molecules 2025 dataset. Energies are from ωB97M-V/def2-TZVPD.

Calculated values
Spin multiplicity: 1
Gap between HOMO and LUMO (eV): 8.81
HOMO (eV): -8.51
SMILES string: COC[C@H](C)N.COC[C@H](C)N.COC[C@H](C)N.COC[C@H](C)N.COC[C@H](C)N.COC[C@H](C)N.COC[C@H](C)N.COC[C@H](C)N.COC[C@H](C)N.COC[C@H](C)N.COC[C@H](C)N
LUMO (eV): 0.295
Energy relative to the best compared isomer or geometry (same formula, charge and spin) (kcal/mol): 158.9

Last column: Löwdin charge in e.
CARTESIAN COORDINATES (ANGSTROEM)
C: -6.650 -3.548 3.273  -0.08
O: -6.312 -3.774 1.920  -0.24
C: -5.060 -4.402 1.832  -0.20
C: -5.256 -5.932 1.603  -0.42
C: -3.990 -6.648 1.171  -0.06
N: -6.243 -6.141 0.545  0.05
H: -6.617 -4.412 3.937  0.09
H: -7.600 -3.039 3.435  0.09
H: -5.942 -2.800 3.631  0.08
H: -4.613 -3.949 0.947  0.11
H: -4.407 -4.281 2.696  0.12
H: -5.669 -6.359 2.517  0.13
H: -4.116 -7.719 1.012  0.09
H: -3.098 -6.307 1.696  0.07
H: -3.789 -6.148 0.223  0.05
H: -6.943 -5.445 0.758  0.05
H: -5.839 -5.813 -0.321  0.05
C: -1.394 -4.379 -0.496  -0.10
O: -0.783 -5.034 -1.637  -0.20
C: -0.947 -6.517 -1.668  -0.18
C: -2.123 -6.821 -2.533  -0.45
C: -2.129 -8.380 -2.643  -0.06
N: -2.064 -6.220 -3.856  0.06
H: -0.832 -3.620 0.049  0.07
H: -1.616 -5.054 0.331  0.06
H: -2.394 -4.011 -0.725  0.07
H: -0.049 -6.926 -2.130  0.12
H: -0.935 -6.961 -0.672  0.12
H: -2.970 -6.428 -1.969  0.12
H: -1.211 -8.792 -3.063  0.08
H: -2.985 -8.779 -3.186  0.07
H: -2.304 -8.852 -1.676  0.07
H: -2.978 -5.937 -4.181  0.07
H: -1.645 -5.329 -3.633  0.06
C: -4.915 1.443 -0.741  -0.01
O: -4.683 -0.060 -1.002  -0.25
C: -5.787 -0.927 -0.636  -0.17
C: -5.549 -2.401 -1.212  -0.39
C: -5.680 -2.371 -2.730  -0.09
N: -6.633 -3.325 -0.850  0.05
H: -4.080 1.953 -1.224  0.08
H: -4.911 1.693 0.320  0.06
H: -5.860 1.774 -1.170  0.08
H: -5.866 -0.984 0.450  0.11
H: -6.716 -0.520 -1.035  0.12
H: -4.531 -2.747 -1.031  0.11
H: -4.812 -1.801 -3.060  0.06
H: -6.605 -2.037 -3.201  0.08
H: -5.617 -3.361 -3.181  0.07
H: -6.570 -3.414 0.154  0.01
H: -7.578 -2.976 -0.929  0.08
C: 6.083 -0.408 3.468  -0.10
O: 5.587 0.138 2.251  -0.22
C: 5.128 -0.833 1.308  -0.18
C: 5.363 -0.214 -0.126  -0.40
C: 5.014 -1.050 -1.357  -0.07
N: 6.829 0.120 -0.352  0.04
H: 5.619 -1.345 3.775  0.08
H: 5.863 0.220 4.331  0.08
H: 7.162 -0.508 3.345  0.09
H: 5.629 -1.794 1.427  0.12
H: 4.092 -1.106 1.511  0.10
H: 4.791 0.713 -0.176  0.10
H: 5.767 -1.838 -1.386  0.08
H: 4.901 -0.411 -2.233  0.08
H: 4.054 -1.530 -1.167  0.07
H: 7.279 -0.708 0.012  0.06
H: 7.001 0.747 0.421  0.05
C: -1.761 -0.992 -2.086  -0.06
O: -1.524 0.244 -1.353  -0.22
C: -0.439 1.021 -1.695  -0.18
C: 0.741 0.364 -0.878  -0.38
C: 0.469 0.295 0.659  -0.04
N: 2.015 1.004 -1.125  0.07
H: -2.551 -1.521 -1.553  0.05
H: -0.936 -1.704 -2.050  0.08
H: -2.079 -0.869 -3.122  0.09
H: -0.363 1.020 -2.783  0.12
H: -0.634 2.034 -1.342  0.11
H: 0.804 -0.692 -1.139  0.12
H: 1.226 -0.408 1.007  0.05
H: -0.470 -0.167 0.964  0.04
H: 0.684 1.276 1.083  0.06
H: 2.789 0.691 -0.557  0.04
H: 1.866 1.985 -0.937  0.03
C: 3.122 2.691 -6.849  -0.12
O: 4.306 3.433 -7.036  -0.18
C: 5.226 3.330 -6.004  -0.21
C: 6.435 4.323 -6.207  -0.41
C: 7.645 3.560 -6.794  -0.06
N: 6.787 4.943 -4.975  0.01
H: 2.484 3.134 -6.085  0.08
H: 3.207 1.651 -6.532  0.08
H: 2.559 2.555 -7.772  0.09
H: 4.715 3.388 -5.043  0.11
H: 5.531 2.285 -5.954  0.12
H: 6.091 5.151 -6.828  0.13
H: 8.019 2.749 -6.169  0.08
H: 8.437 4.305 -6.878  0.07
H: 7.488 3.169 -7.799  0.08
H: 7.610 5.527 -4.953  0.07
H: 6.006 5.416 -4.542  0.07
C: -2.993 1.938 4.412  -0.09
O: -3.345 0.557 4.042  -0.17
C: -2.871 0.319 2.727  -0.20
C: -3.037 -1.211 2.471  -0.39
C: -1.964 -2.125 3.154  -0.03
N: -2.853 -1.386 1.067  0.06
H: -3.141 2.166 5.468  0.07
H: -3.568 2.618 3.784  0.07
H: -1.998 2.298 4.153  0.06
H: -3.504 0.760 1.957  0.11
H: -1.828 0.604 2.586  0.11
H: -4.064 -1.518 2.668  0.12
H: -2.155 -1.935 4.211  0.08
H: -0.933 -1.883 2.895  0.04
H: -2.167 -3.141 2.815  0.06
H: -3.464 -0.833 0.482  0.04
H: -1.936 -1.130 0.728  0.04
C: 1.956 -6.050 0.615  -0.12
O: 2.612 -5.110 1.449  -0.19
C: 1.812 -3.909 1.780  -0.14
C: 2.360 -3.066 3.052  -0.39
C: 2.114 -3.866 4.342  -0.04
N: 1.655 -1.824 3.104  0.05
H: 0.983 -6.400 0.961  0.08
H: 2.676 -6.868 0.614  0.09
H: 1.992 -5.734 -0.428  0.09
H: 1.653 -3.212 0.958  0.10
H: 0.779 -4.194 1.979  0.10
H: 3.398 -2.795 2.860  0.11
H: 1.643 -4.806 4.053  0.07
H: 1.496 -3.357 5.081  0.07
H: 3.119 -4.078 4.707  0.07
H: 2.235 -1.034 3.348  0.05
H: 0.911 -1.829 3.787  0.05
C: 2.755 1.514 3.732  -0.09
O: 2.121 0.602 4.599  -0.22
C: 0.841 0.994 5.075  -0.16
C: 0.548 2.324 5.851  -0.38
C: 1.663 2.761 6.828  -0.08
N: -0.635 2.255 6.781  0.02
H: 3.818 1.274 3.713  0.08
H: 2.558 2.528 4.081  0.08
H: 2.479 1.486 2.678  0.07
H: 0.321 1.136 4.127  0.11
H: 0.541 0.169 5.721  0.13
H: 0.346 3.131 5.147  0.12
H: 1.885 2.073 7.644  0.08
H: 1.417 3.718 7.288  0.07
H: 2.589 2.814 6.254  0.06
H: -0.810 3.145 7.225  0.07
H: -0.402 1.569 7.485  0.06
C: 0.369 8.233 -1.947  -0.09
O: -0.410 7.207 -2.601  -0.24
C: -1.765 7.541 -3.004  -0.16
C: -2.463 6.098 -3.125  -0.41
C: -1.928 5.325 -4.380  -0.04
N: -3.910 6.151 -3.109  0.02
H: 1.381 8.019 -2.289  0.08
H: 0.263 8.155 -0.865  0.08
H: 0.201 9.256 -2.282  0.08
H: -2.234 8.174 -2.252  0.11
H: -1.934 8.079 -3.937  0.12
H: -2.217 5.571 -2.204  0.11
H: -2.292 5.633 -5.360  0.07
H: -1.926 4.252 -4.189  0.07
H: -0.924 5.722 -4.530  0.06
H: -4.102 6.776 -2.340  0.06
H: -4.299 6.617 -3.916  0.07
C: 0.511 4.830 -0.907  -0.08
O: 1.165 3.761 -0.204  -0.21
C: 2.099 4.211 0.758  -0.20
C: 3.269 4.983 0.158  -0.43
C: 4.126 4.132 -0.826  -0.04
N: 4.122 5.593 1.181  0.03
H: -0.524 4.576 -1.136  0.07
H: 0.990 5.160 -1.829  0.09
H: 0.285 5.644 -0.219  0.09
H: 1.587 4.789 1.527  0.12
H: 2.551 3.351 1.253  0.11
H: 2.891 5.865 -0.360  0.12
H: 3.749 3.826 -1.802  0.08
H: 4.682 3.330 -0.341  0.07
H: 5.040 4.636 -1.137  0.06
H: 4.774 6.191 0.693  0.07
H: 3.498 6.284 1.575  0.06

Atoms 1-6, force components in eV/Å:
0.220 1.296 0.713
-0.727 -0.056 1.458
0.655 -1.532 -0.962
-0.172 0.106 -0.193
0.197 1.554 -0.489
-0.106 -0.077 0.593